1.
The molecule C24H38N4O6S in a non-equilibrium geometry. Source: the OMol25 dataset; level of theory: ωB97M-V/def2-TZVPD.

Last column: Mulliken charge in e.
CARTESIAN COORDINATES (ANGSTROEM)
S -4.750 -0.042 -3.333  1.242
O -1.184 2.009 -0.963  -0.690
O -5.453 -1.054 -4.064  -0.738
O -1.467 0.269 3.335  -0.658
O -2.285 -2.549 1.412  -0.466
O -1.051 1.066 -5.521  -0.411
O -5.452 1.136 -2.921  -0.719
N 2.626 -0.179 1.234  1.064
N -2.525 0.224 1.339  0.183
N -3.474 0.442 -4.277  -0.004
N 0.103 1.666 0.865  -0.005
C -1.068 1.813 0.230  1.100
C 3.950 -0.762 1.082  -1.884
C 1.365 1.671 0.163  -0.988
C 1.263 -1.573 4.504  -1.542
C 5.233 1.390 0.739  -1.389
C -2.284 1.646 1.153  -1.620
C -3.624 0.005 -0.841  -0.375
C -1.876 2.090 -5.007  -0.782
C -2.855 -1.947 0.332  0.464
C -2.644 -0.614 -4.805  -0.382
C 2.127 -0.698 3.600  1.170
C -2.711 1.587 -3.828  -0.375
C 1.945 0.773 3.964  -1.463
C -4.018 -0.809 -1.884  -0.388
C 5.065 0.153 1.615  1.379
C 1.762 -0.929 2.127  -0.613
C 6.378 -0.623 1.692  -1.686
C -3.026 -0.554 0.282  0.445
C -3.237 -2.746 -0.738  -1.116
C 1.991 0.272 0.014  -0.950
C -2.399 -1.828 2.619  -0.550
C -2.066 -0.353 2.479  0.622
C -3.816 -2.175 -1.857  -0.283
C -1.815 -0.033 -5.955  -0.713
H -2.494 0.276 -6.763  0.366
H 2.746 0.346 -0.771  0.516
H -3.160 2.122 0.713  0.547
H -2.545 2.459 -5.798  0.372
H -1.206 2.887 -4.685  0.368
H 5.516 1.105 -0.272  0.312
H -3.304 -1.406 -5.158  0.433
H -4.139 -2.771 -2.694  0.527
H 6.665 -0.981 0.706  0.349
H 1.166 2.082 -0.829  0.459
H 4.305 1.952 0.693  0.162
H -3.422 2.347 -3.505  0.440
H 1.580 -1.475 5.539  0.439
H 2.342 0.972 4.957  0.492
H -2.045 1.329 -2.995  0.384
H -1.106 -0.771 -6.332  0.340
H 0.886 1.024 3.968  0.168
H 1.805 -2.012 1.909  0.342
H 6.008 2.038 1.142  0.460
H -2.088 2.072 2.139  0.551
H 6.284 -1.481 2.354  0.411
H -1.708 -2.291 3.326  0.298
H 1.336 -2.621 4.220  0.420
H 7.175 0.014 2.070  0.416
H 1.212 -0.425 -0.335  0.323
H -1.967 -1.009 -4.031  0.273
H 2.061 2.322 0.697  0.330
H 4.159 -0.990 0.029  0.767
H 0.731 -0.610 1.973  -0.418
H 4.785 0.476 2.622  0.000
H 0.124 1.476 1.857  -0.013
H -3.423 -1.911 3.018  0.339
H 3.992 -1.710 1.629  0.285
H 2.464 1.402 3.246  0.316
H 0.224 -1.260 4.436  0.136
H -3.798 1.062 -0.939  0.515
H 3.177 -0.972 3.741  0.204
H -3.070 -3.808 -0.667  0.494

Calculated values
Maximum force: 1.01 eV Å⁻¹
Gap between HOMO and LUMO: 9.0 eV
ΔE to the lowest compared entry with this formula, charge and spin: 16.64 kJ/mol
E_tot: -2005.9911 Eh

2.
A cluster of 3 separate species, C5H8O2 in total in a non-equilibrium geometry. Source: the OMol25 dataset; level of theory: ωB97M-V/def2-TZVPD.

Last column: Mulliken charge in e.
CARTESIAN COORDINATES (ANGSTROEM)
O 2.293 -1.349 -0.598  -0.425
O 0.711 0.893 1.668  -0.380
C 2.489 -0.182 -0.367  -0.096
C -1.510 -1.396 0.525  -0.551
C -0.762 2.080 0.060  -0.855
C -1.073 -1.375 -0.731  -0.479
C 0.002 1.443 0.917  0.717
H -0.704 3.159 -0.007  0.269
H -0.034 -1.587 -0.977  0.222
H 1.879 0.620 -0.828  0.239
H -1.450 1.507 -0.547  0.269
H -1.743 -1.151 -1.560  0.279
H -0.844 -1.628 1.353  0.282
H 3.293 0.154 0.315  0.259
H -2.548 -1.188 0.778  0.250

Calculated values
Maximum force: 1.08 eV Å⁻¹
Gap between HOMO and LUMO: 10.4 eV
ΔE to the lowest compared entry with this formula, charge and spin: 291.02 kJ/mol
E_tot: -345.6941 Eh

3.
A cluster of 7 separate species, C18H53N3O7 in total in a non-equilibrium geometry. Source: the OMol25 dataset; level of theory: ωB97M-V/def2-TZVPD.

Last column: Mulliken charge in e.
CARTESIAN COORDINATES (ANGSTROEM)
O 1.252 -4.076 3.700  -0.552
O -0.900 1.166 1.029  -0.220
O -4.340 -3.632 1.013  -0.296
O 2.285 1.584 0.921  -0.417
O 3.726 0.704 -3.787  -0.429
O 0.612 3.570 -2.640  -0.416
O -0.703 0.841 3.812  -0.416
N -2.627 -0.979 -1.009  -0.100
N -2.634 2.747 -0.862  -0.521
N 1.029 -1.439 -2.182  -0.497
C 2.454 0.278 -3.250  -0.325
C -0.013 1.775 5.888  -1.176
C 2.362 -1.213 -2.757  0.869
C -3.179 -2.291 -0.680  0.678
C -0.952 4.476 -0.335  -1.450
C 2.649 -2.209 -3.886  -1.662
C -0.061 -2.422 2.362  -0.269
C 0.893 -2.737 3.488  -0.547
C -0.039 2.017 4.326  0.074
C 3.305 -0.549 0.838  -0.757
C 2.770 0.522 1.672  0.057
C -3.736 -2.425 0.719  -0.542
C -1.504 3.531 -1.371  0.388
C -0.291 2.756 -1.948  -0.002
C -2.122 -3.304 -0.994  -1.208
C 4.787 0.782 -2.789  -0.656
C 0.261 3.849 -4.054  -0.731
C -5.648 -3.913 0.535  -0.699
H -5.527 -4.962 0.265  0.278
H -0.792 0.805 2.857  0.168
H -2.650 -4.250 -1.121  0.371
H -2.147 -0.522 -0.247  0.008
H -0.550 2.954 4.104  0.293
H -0.080 0.722 6.160  0.274
H 0.930 4.618 -4.441  0.305
H -1.808 4.232 -2.148  0.425
H 1.787 -2.138 3.314  0.180
H -3.255 3.456 -0.499  0.236
H 0.984 2.157 3.976  0.097
H -1.445 -3.248 -1.846  0.357
H -0.345 -1.374 2.465  -0.007
H 5.037 -0.259 -2.583  0.295
H 1.114 -2.346 -1.745  0.377
H 1.973 -2.190 -4.741  0.314
H 2.080 2.338 1.478  0.239
H -2.958 -2.344 1.478  0.144
H -5.941 -3.276 -0.299  0.364
H 0.911 -0.867 -1.359  -0.066
H -1.586 1.601 0.522  0.165
H -1.495 -3.468 -0.118  0.139
H 0.863 2.281 6.295  0.355
H 1.451 -4.195 4.632  0.337
H -1.758 5.174 -0.107  0.506
H 2.672 -0.790 -0.016  -0.144
H 3.372 0.985 2.454  0.471
H -0.564 1.906 -2.573  0.642
H -4.082 -2.460 -1.266  0.316
H -3.254 -0.236 -1.281  0.395
H 0.378 -2.641 1.389  0.109
H -0.856 2.286 6.353  0.306
H 1.782 0.551 -4.064  0.300
H 5.711 1.274 -3.095  0.356
H 3.524 -1.539 1.236  0.432
H 3.202 -1.357 -2.079  -0.027
H -4.437 -1.636 0.989  0.470
H 0.127 2.968 -4.683  0.271
H 2.181 0.856 -2.367  0.142
H 0.454 -2.361 4.412  0.316
H 2.707 -3.199 -3.434  0.488
H -0.180 1.050 0.408  0.029
H 4.202 -0.085 0.429  0.295
H -0.229 5.205 -0.699  0.339
H 1.898 0.116 2.185  -0.113
H -0.713 4.330 -3.967  0.316
H 3.683 -2.229 -4.231  0.339
H -3.079 2.212 -1.594  0.217
H 4.498 1.139 -1.801  0.141
H -0.549 3.980 0.548  0.196
H -0.891 -3.129 2.376  0.481
H -6.243 -3.812 1.443  0.306
H 0.262 2.310 -1.121  -0.722

Calculated values
Maximum force: 4.17 eV Å⁻¹
Spin multiplicity: 2
Gap between HOMO and LUMO (alpha / beta): 8.7 / 3.0 eV
E_tot: -1408.0645 Eh
Total charge: +1

4.
The molecule C2H4P2S in a non-equilibrium geometry. Source: the OMol25 dataset; level of theory: ωB97M-V/def2-TZVPD.

Last column: Mulliken charge in e.
CARTESIAN COORDINATES (ANGSTROEM)
S -0.864 1.537 0.459  -0.165
P -1.838 -1.554 -0.400  0.011
P -2.549 0.266 -0.001  0.067
C 0.731 -0.708 0.270  -1.012
C 0.709 0.641 -0.248  -0.501
H 0.564 0.632 -1.253  0.381
H 1.422 1.223 0.244  0.373
H 0.582 -0.673 1.261  0.445
H 1.242 -1.365 -0.331  0.401

Calculated values
Maximum force: 4.32 eV Å⁻¹
Gap between HOMO and LUMO (alpha / beta): 7.4 / 7.4 eV
ΔE to the lowest compared entry with this formula, charge and spin: 260.73 kJ/mol
E_tot: -1159.3883 Eh

5.
The molecule C5H4S3. Source: the OMol25 dataset; level of theory: ωB97M-V/def2-TZVPD.

Last column: Mulliken charge in e.
CARTESIAN COORDINATES (ANGSTROEM)
S 1.457 1.399 -3.015  -0.270
S -2.759 0.387 1.755  -0.149
S -0.586 1.132 -0.840  -0.120
C -1.199 -0.342 1.441  -0.130
C 0.906 -0.757 0.210  -0.661
C 1.572 -0.359 -0.896  -0.374
C -0.353 -0.072 0.432  0.491
C 0.920 0.704 -1.646  0.078
H 2.535 -0.715 -1.231  0.408
H -0.915 -1.094 2.181  0.271
H -2.798 1.245 0.717  0.099
H 1.222 -1.527 0.892  0.358

Calculated values
Maximum force: 0.67 eV Å⁻¹
Gap between HOMO and LUMO: 7.1 eV
ΔE to the lowest compared entry with this formula, charge and spin: 0.87 kJ/mol
E_tot: -1387.4573 Eh

6.
A structure of composition C34H27Cl2N4O2PdS2 in a non-equilibrium geometry. Source: the OMol25 dataset; level of theory: ωB97M-V/def2-TZVPD.

Last column: Mulliken charge in e.
CARTESIAN COORDINATES (ANGSTROEM)
Pd -2.437 -0.403 -1.664  0.132
Cl -4.770 -0.056 -0.840  -0.165
Cl -5.370 -2.206 -5.825  -0.182
S -1.346 -2.722 -0.769  0.817
S -3.574 -0.553 -3.777  -0.219
O -2.173 -2.932 -2.013  -0.590
O 8.892 4.573 2.485  -0.462
N 3.842 1.975 -0.673  -0.094
N 2.988 2.359 1.337  -0.825
N -1.428 0.650 0.061  0.117
N -0.398 0.138 -2.406  0.016
C -4.196 -2.967 2.793  0.927
C 6.660 4.001 2.793  -0.560
C -2.008 -2.448 1.896  -0.708
C 4.067 2.452 0.592  0.319
C -3.740 -3.271 0.432  -0.543
C 0.105 1.744 2.101  -0.677
C 5.471 3.482 2.339  -0.527
C -0.507 -4.285 -0.487  -1.130
C 5.356 2.994 1.035  0.334
C -5.111 -1.176 -3.309  0.224
C 2.222 0.704 -3.078  -0.697
C -4.606 -3.336 1.516  -0.755
C 0.057 -0.126 -3.615  -0.201
C 1.758 0.988 -1.784  0.650
C -7.627 -2.193 -2.571  -0.415
C -5.915 -1.904 -4.222  0.368
C -5.651 -0.986 -2.019  0.790
C 6.467 3.043 0.207  -0.741
C 2.037 1.808 0.520  0.820
C 0.421 0.683 -1.484  -0.067
C 7.772 4.047 1.952  0.984
C -7.144 -2.412 -3.852  -0.695
C 10.050 4.638 1.662  -0.838
C -5.147 -3.017 3.962  -1.485
C -2.883 -2.525 2.968  -0.718
C -2.445 -2.835 0.636  0.380
C -1.946 0.884 1.250  -0.102
C -6.883 -1.473 -1.646  -0.740
C -0.128 0.951 -0.161  0.045
C 7.675 3.565 0.651  -0.710
C 1.372 0.147 -3.997  -1.082
C 0.673 1.505 0.841  0.635
C -1.213 1.435 2.306  -1.079
C 2.533 1.559 -0.730  -0.198
H -4.058 -3.547 -0.566  0.597
H 0.724 2.168 2.882  0.595
H 9.873 5.264 0.785  0.342
H -0.992 -2.088 2.039  0.432
H 0.026 -4.225 0.465  0.389
H -5.477 -2.012 4.236  0.306
H -2.545 -2.236 3.958  0.424
H -0.641 -0.573 -4.310  0.410
H 10.363 3.642 1.345  0.342
H 0.196 -4.422 -1.310  0.405
H -4.669 -3.453 4.840  0.388
H 10.828 5.084 2.271  0.244
H -7.721 -2.978 -4.571  0.439
H -1.693 1.605 3.261  0.470
H 6.422 2.674 -0.811  0.221
H -2.989 0.623 1.386  0.341
H -8.597 -2.584 -2.289  0.395
H 3.249 0.921 -3.348  0.428
H -6.033 -3.606 3.728  0.373
H 1.702 -0.084 -5.000  0.434
H 8.523 3.590 -0.018  0.397
H 4.513 1.958 -1.420  0.177
H -1.254 -5.081 -0.473  0.373
H 4.604 3.446 2.987  0.482
H -7.259 -1.285 -0.648  0.448
H 6.757 4.383 3.803  0.427
H -5.622 -3.687 1.364  0.365

Calculated values
Maximum force: 1.60 eV Å⁻¹
Spin multiplicity: 3
Gap between HOMO and LUMO (alpha / beta): 7.2 / 5.0 eV
ΔE to the lowest compared entry with this formula, charge and spin: 53.77 kJ/mol
E_tot: -3525.8147 Eh
Total charge: +1

7.
The ion C5H6N with charge +1 in a non-equilibrium geometry. Source: the OMol25 dataset; level of theory: ωB97M-V/def2-TZVPD.

Last column: Mulliken charge in e.
CARTESIAN COORDINATES (ANGSTROEM)
N 1.111 1.603 0.078  -0.322
C 1.441 0.451 0.288  0.018
C -0.466 -0.941 0.408  0.018
C -1.598 -0.203 -0.023  -0.359
C 0.674 -1.018 -0.414  -0.406
C -2.346 0.768 0.051  -0.126
H 1.287 -1.924 -0.077  0.320
H -0.415 -1.583 1.206  0.450
H -3.090 1.452 -0.252  0.385
H 2.487 0.261 0.653  0.375
H 0.378 2.040 -0.438  0.293
H 0.537 -0.906 -1.478  0.356

Calculated values
Maximum force: 4.11 eV Å⁻¹
Gap between HOMO and LUMO (alpha / beta): 7.9 / 7.9 eV
ΔE to the lowest compared entry with this formula, charge and spin: 530.35 kJ/mol
E_tot: -248.4137 Eh
Total charge: +1

8.
The molecule C5H9N3O2S in a non-equilibrium geometry. Source: the OMol25 dataset; level of theory: ωB97M-V/def2-TZVPD.

Last column: Mulliken charge in e.
CARTESIAN COORDINATES (ANGSTROEM)
S 1.121 0.450 -0.839  1.281
O 1.389 -0.767 -1.588  -0.663
O -0.360 0.843 -0.866  -0.668
N -1.112 -2.017 -0.774  -0.312
N -1.038 -0.587 1.052  1.165
N -0.332 0.106 1.893  -0.935
C 0.993 0.261 1.739  0.288
C 1.866 0.247 0.713  -0.824
C -0.465 -1.589 0.355  -0.429
C -2.419 -0.431 1.159  -0.861
C 2.171 1.805 -1.501  -1.018
H -2.990 0.155 0.358  0.258
H -0.519 -2.764 -1.241  0.335
H -1.395 -1.276 -1.439  0.313
H 1.417 2.585 -1.640  0.359
H -2.784 -1.406 0.963  0.402
H 1.513 0.649 2.698  0.365
H -2.643 0.072 2.138  0.289
H 2.780 2.136 -0.753  0.379
H 2.803 1.530 -2.428  0.276

Calculated values
Maximum force: 3.52 eV Å⁻¹
Gap between HOMO and LUMO (alpha / beta): 6.9 / 6.9 eV
ΔE to the lowest compared entry with this formula, charge and spin: 695.57 kJ/mol
E_tot: -908.5652 Eh

Molecular weight in Da, matching the order above: 510.66, 100.12, 423.64, 122.07, 160.29, 765.08, 80.11, 175.21